Version A
70
Properties=species:S:1:pos:R:3:mulliken_spin:R:1 method="wB97M-V/def2-TZVPD" s2=0.754 homo_energy_ha="-0.3046 / -0.3023" gap_ev="7.77 / 7.02" multiplicity=2
C 1.649 3.242 1.145 0.005
C 0.030 -2.919 1.784 -0.002
C 0.338 -1.258 -2.704 -0.004
H 3.367 6.121 1.443 0.000
H -0.613 4.921 2.846 0.000
H -4.852 0.507 1.341 0.000
H 1.985 5.825 -1.322 0.000
H 0.286 -3.840 -2.054 0.000
C -0.719 -4.021 2.276 0.002
O -1.359 -1.037 -0.115 0.055
C -0.408 -5.309 1.944 0.004
C -2.733 0.333 1.223 0.010
O -0.118 -3.743 -5.184 0.000
O 1.878 -1.003 0.401 -0.014
O -0.298 -1.736 2.177 -0.002
C 0.988 5.633 -0.923 0.000
C -1.537 -1.363 -4.170 -0.001
H 0.520 4.848 -1.517 0.000
H 1.886 -6.689 -2.082 0.000
H 2.461 5.917 2.949 0.000
Cl 1.059 -7.243 0.710 0.000
N 0.365 -4.160 -3.007 0.000
C -0.685 5.212 1.797 0.000
H -1.322 1.515 -2.424 -0.001
H 1.239 -1.689 -2.278 0.000
H 3.049 1.081 -0.565 0.000
C -0.419 -1.974 -3.619 0.002
C -2.584 -0.637 0.063 -0.006
C 0.809 -5.512 -3.211 0.000
C 1.447 -4.570 0.621 0.002
C 2.385 6.224 1.906 0.000
Se 0.777 2.072 -0.152 -0.020
H -2.131 -1.896 -4.901 0.000
H 2.921 -2.627 -0.078 -0.001
H 1.392 2.905 2.145 0.001
H 2.289 -4.778 -0.025 0.000
C -3.909 0.800 1.781 0.003
H -2.742 0.418 -4.142 0.000
C -0.028 1.528 3.348 -0.011
O 1.823 -5.743 -2.250 0.000
H -1.555 -3.800 2.924 0.000
O 0.257 2.307 4.232 0.005
C -2.589 1.926 3.463 0.004
C 0.687 -5.589 1.105 -0.001
C 2.010 -2.238 0.395 0.004
N 0.017 -0.039 -2.291 0.007
H 2.723 3.097 1.037 0.001
H 1.182 -5.590 -4.232 0.000
C -1.867 -0.086 -3.757 0.000
Ge 1.078 5.122 0.963 0.000
H -1.373 4.526 1.296 0.000
H -0.016 -6.219 -3.076 0.000
O -3.556 -0.975 -0.576 0.007
H 0.397 6.542 -1.035 0.000
H 2.836 2.648 -1.413 -0.001
C -0.048 -3.365 -4.029 0.000
H -1.105 6.216 1.735 0.000
O 0.801 0.726 2.735 0.040
H -4.730 1.990 3.364 0.000
C -3.825 1.616 2.904 -0.002
H -1.005 -6.129 2.324 0.000
C -1.068 0.531 -2.806 0.004
C 1.130 -3.224 0.930 0.010
H 2.082 1.165 -2.066 0.001
H 2.099 7.275 1.875 0.000
C 2.382 1.691 -1.169 0.001
H -2.486 2.524 4.357 0.000
N -1.571 0.693 1.749 -0.019
C -1.456 1.423 2.853 0.007
Ru 0.087 -0.114 1.031 0.911

---

Version B
70
Properties=species:S:1:pos:R:3:mulliken_spin:R:1 method="wB97M-V/def2-TZVPD" s2=0.757 homo_energy_ha="-0.2943 / -0.3012" gap_ev="7.48 / 7.35" multiplicity=2
H 4.670 -0.119 1.120 0.000
H 2.018 1.302 4.220 0.000
C -0.524 -2.870 4.430 0.000
H -0.494 -2.965 5.509 0.000
Ge 1.005 -5.941 -0.520 0.002
O 1.494 -1.291 -0.961 0.074
H -2.427 -0.254 4.533 0.000
C -0.849 -6.531 -0.364 0.003
H -2.059 2.242 -1.815 0.000
H 2.684 -5.124 1.224 0.000
O -3.675 -3.136 4.973 0.000
C 2.219 0.808 3.280 -0.001
C 3.502 0.680 2.765 -0.001
H 1.807 -3.556 -1.224 0.002
Cl -6.185 0.517 -4.327 0.000
H -1.317 -6.542 -1.349 0.000
C 2.584 -0.468 0.893 0.026
O -1.009 0.913 -0.776 -0.006
C 0.979 -4.211 -1.488 0.008
H -0.925 -7.527 0.073 0.000
H 2.199 -6.795 1.539 0.000
H 1.619 -7.216 -2.638 0.000
N -3.133 -0.918 4.850 0.000
H -1.322 -1.500 -3.010 0.002
C -3.174 -0.933 -1.219 -0.004
H 2.153 -8.118 -1.212 0.000
C -0.264 0.339 2.949 0.009
C 3.693 0.022 1.560 0.006
Se -0.668 -3.190 -1.275 0.124
O 3.691 -1.721 -0.774 0.010
H -3.937 1.808 -3.129 0.000
C -5.031 -0.015 -3.137 0.002
H 0.450 -1.761 -2.986 0.002
C 0.611 -3.084 3.667 -0.002
C -1.704 -2.352 2.428 -0.015
H -4.935 -1.266 5.744 0.000
C -2.951 -2.233 4.598 0.000
C 2.068 -7.123 -1.649 0.000
H -4.289 -2.760 -1.273 0.001
C 1.170 0.293 2.550 -0.014
Ru -0.417 -0.907 0.237 0.820
H -5.539 1.037 5.257 0.000
C 0.532 -2.888 2.304 -0.007
C -5.127 -1.316 -2.614 -0.002
C -4.224 -1.761 -1.684 0.004
H -5.922 -1.963 -2.959 0.000
O -2.356 -1.411 -0.330 -0.009
O -0.589 0.519 4.115 0.003
C 1.835 -5.810 1.241 0.000
O -4.886 0.561 4.735 0.000
H -2.599 -2.074 1.889 0.006
H 1.397 -3.026 1.668 0.002
C -1.997 1.210 -1.439 0.006
C -3.082 0.354 -1.779 0.003
C -4.275 -0.419 5.557 0.000
H -3.962 0.021 6.509 0.000
C 2.637 -1.226 -0.402 -0.025
C -0.525 -2.239 -2.961 -0.009
O -1.058 0.143 1.964 -0.001
H -1.405 -5.832 0.261 -0.001
H -0.639 -2.950 -3.778 0.003
H 1.548 -3.375 4.120 0.000
N 1.358 -0.326 1.388 0.003
N -0.602 -2.533 1.682 -0.022
H 1.050 -4.427 -2.556 0.003
C -4.028 0.808 -2.721 -0.002
C -1.701 -2.500 3.801 -0.003
H 3.072 -6.710 -1.764 0.000
H 4.347 1.095 3.299 0.000
H 1.119 -5.474 1.989 0.000

---

Best to worst by energy: version A, version B.

---

Version A
9
Properties=species:S:1:pos:R:3:lowdin_charge:R:1 method="wB97M-V/def2-TZVPD" homo_energy_ha="-0.2884 / -0.2883" gap_ev="7.42 / 7.37" multiplicity=1
H -1.788 1.632 -0.067 0.113
H 1.077 0.826 1.142 0.107
O 0.300 1.498 -0.841 0.023
C -0.955 0.951 -0.226 -0.050
C 0.390 0.838 0.312 -0.130
H -1.394 0.107 -0.686 0.089
I 0.396 -2.599 1.633 0.642
O 1.107 -1.810 -1.161 -0.003
C 0.867 -1.444 -0.106 -0.790

---

Version B
9
Properties=species:S:1:pos:R:3:lowdin_charge:R:1 method="wB97M-V/def2-TZVPD" homo_energy_ha=-0.3181 gap_ev=8.58 multiplicity=1
H -1.517 1.760 0.010 0.081
H 2.236 -1.548 1.166 0.037
O -2.024 -0.415 0.297 -0.076
C 2.713 -0.966 0.402 -0.609
O 3.712 -0.850 -0.165 0.033
C -1.210 -0.289 -0.741 -0.292
I 1.103 0.495 0.121 1.058
C -2.044 0.832 -0.341 -0.297
H -2.969 0.980 -0.749 0.064

---

Version C
9
Properties=species:S:1:pos:R:3:lowdin_charge:R:1 method="wB97M-V/def2-TZVPD" homo_energy_ha="-0.3490 / -0.3491" gap_ev="8.67 / 8.67" multiplicity=1
H -0.572 -1.724 -0.016 0.025
C -0.820 0.464 0.452 0.007
I 3.844 0.491 -0.199 0.872
O 2.193 -1.642 0.750 -0.238
H 1.730 -1.085 -1.304 0.130
H -0.876 1.505 0.397 0.007
C 2.274 -0.921 -0.271 -0.629
O 1.423 -2.721 0.718 -0.161
C -0.860 -0.682 0.107 -0.012

---

Version D
9
Properties=species:S:1:pos:R:3:lowdin_charge:R:1 method="wB97M-V/def2-TZVPD" homo_energy_ha=-0.3644 gap_ev=9.88 multiplicity=1
H -0.168 -0.430 -1.352 0.083
C -0.682 1.881 0.079 -0.641
H 0.921 -0.523 -0.096 0.088
O 0.307 1.454 -0.750 0.030
I -2.953 -0.176 -0.105 0.848
C 0.149 0.069 -0.465 -0.139
O -1.086 2.957 0.241 0.171
H -0.991 0.354 1.770 0.127
C -1.082 0.556 0.608 -0.566

---

Best to worst by energy: version D, version A, version B, version C.

---

Version A
17
Properties=species:S:1:pos:R:3:lowdin_charge:R:1 method="wB97M-V/def2-TZVPD" charge=-1 homo_energy_ha=-0.1330 gap_ev=5.47 multiplicity=1
H -0.863 1.464 -0.776 0.049
H 1.207 -1.291 -1.344 0.272
H -2.132 0.250 -2.159 0.091
H 1.881 1.051 -1.491 0.135
H -2.779 0.870 0.887 0.014
H -0.667 -0.704 -2.651 0.078
O -1.485 -1.134 -0.746 -0.285
O -2.155 0.278 1.343 -0.139
C 1.091 0.837 0.655 -0.642
H 2.058 1.304 0.915 0.015
N -0.304 1.061 -1.535 -0.051
C 1.029 0.652 -0.831 -0.313
H -1.923 -0.267 0.535 -0.037
H 0.234 1.216 1.252 0.054
H 1.089 -0.446 -1.054 -0.053
C -1.196 -0.276 -1.758 -0.465
S 1.725 -0.706 1.466 0.278

---

Version B
17
Properties=species:S:1:pos:R:3:lowdin_charge:R:1 method="wB97M-V/def2-TZVPD" charge=-1 homo_energy_ha=-0.1415 gap_ev=7.07 multiplicity=1
H 0.452 -2.214 0.624 0.146
H -3.159 0.776 0.790 -0.263
C 1.143 -0.946 -0.886 -0.528
H 1.583 -1.681 -1.650 0.091
H 0.736 -0.151 -1.520 0.092
N 0.023 -1.725 -0.298 -0.094
C -1.168 -0.804 -0.003 -0.303
S -2.290 1.392 1.430 0.640
H 2.424 2.326 0.358 -0.050
O 2.106 -0.420 -0.096 -0.260
H 0.002 0.630 1.358 0.110
H 1.633 0.837 -0.149 0.035
H -1.843 -1.330 0.640 0.064
H -1.688 -0.730 -1.004 0.105
H -0.656 1.399 -0.351 0.067
C -0.841 0.657 0.496 -0.542
O 1.543 1.982 0.261 -0.308

---

Best to worst by energy: version B, version A.

---

Version A
24
Properties=species:S:1:pos:R:3:lowdin_charge:R:1 method="wB97M-V/def2-TZVPD" homo_energy_ha=-0.2501 gap_ev=7.44 multiplicity=1
H -2.597 1.103 -1.071 0.049
C -1.929 1.254 -0.224 -0.183
C -0.541 0.383 2.268 -0.189
H -2.496 -2.083 1.506 0.073
H 3.754 -0.994 -2.420 0.098
H -3.046 -1.263 -0.151 0.088
C 0.933 -0.634 -0.561 -0.513
H -0.205 -0.535 2.788 0.066
H -2.406 2.062 0.273 0.028
H 0.388 0.744 1.881 0.008
C 2.946 -0.800 -1.709 -0.116
H -1.045 1.776 -0.612 0.027
H 1.036 1.603 -0.056 0.105
H -3.536 -0.616 1.472 0.025
C 1.911 -1.502 -1.223 -0.075
N -0.164 -1.278 -0.072 -0.117
H 3.718 1.114 -1.025 0.130
H 2.460 1.126 -2.318 0.092
C -2.820 -1.168 0.965 -0.214
P -1.358 -0.235 0.759 0.786
C 1.449 0.618 -0.539 -0.120
H 1.565 -2.580 -1.410 0.124
H -0.746 1.252 2.874 0.049
C 2.730 0.654 -1.397 -0.222

---

Version B
24
Properties=species:S:1:pos:R:3:lowdin_charge:R:1 method="wB97M-V/def2-TZVPD" homo_energy_ha=-0.2996 gap_ev=8.95 multiplicity=1
H -1.980 -1.131 2.932 -0.116
P -1.894 0.102 2.228 0.844
H 2.901 0.377 -1.070 0.048
C 2.069 0.334 -1.706 -0.050
C 0.865 0.504 2.823 -0.097
C -2.103 -1.295 -1.543 -0.058
H 0.965 2.722 -1.404 0.060
C -0.112 -0.254 -0.715 0.006
H -0.490 2.387 -0.459 0.094
H 1.277 2.515 0.206 0.074
H -3.093 -1.036 -1.145 0.086
H 1.902 -0.691 -2.066 0.079
H -2.090 -0.809 -2.411 0.020
H -0.300 -1.904 1.210 0.076
H -2.158 -2.346 -2.053 0.119
N -1.088 -2.042 0.562 0.030
H -1.076 -2.977 0.312 0.056
C 0.594 2.151 -0.565 -0.070
H 2.269 1.015 -2.533 0.072
C -0.322 0.344 2.476 -0.611
H 1.315 1.051 3.617 0.056
C 0.773 0.697 -0.932 -0.318
H 1.635 -0.030 2.324 0.051
C -1.040 -1.157 -0.537 -0.450

---

Best to worst by energy: version A, version B.

---

Version A
19
Properties=species:S:1:pos:R:3:lowdin_charge:R:1 method="wB97M-V/def2-TZVPD" homo_energy_ha=-0.3153 gap_ev=9.30 multiplicity=1
C 0.398 1.066 0.321 -0.290
H 1.275 0.742 -0.271 0.116
H 0.495 -1.487 2.687 0.107
H -1.757 0.882 0.050 0.080
O 0.536 1.157 -4.456 -0.088
C -0.817 0.650 -0.486 -0.511
S -0.929 -1.120 -0.818 0.822
H -0.476 0.666 2.273 0.122
H 0.244 0.288 -4.096 0.042
H -0.675 -2.865 0.769 0.071
H -1.717 -1.545 1.376 0.074
H 0.466 2.163 0.452 0.120
C -0.771 -1.764 0.846 -0.504
C 0.387 0.385 1.639 -0.262
H 1.400 -1.513 1.145 0.109
C 0.470 -1.159 1.630 -0.231
H 1.036 1.575 -3.719 0.042
H 1.304 0.748 2.140 0.114
H -0.869 1.132 -1.481 0.068

---

Version B
19
Properties=species:S:1:pos:R:3:lowdin_charge:R:1 method="wB97M-V/def2-TZVPD" homo_energy_ha=-0.3131 gap_ev=9.21 multiplicity=1
H -2.016 -2.799 0.465 0.104
C 0.010 -3.098 -0.021 -0.496
S 1.512 -2.262 -0.699 0.799
H 1.443 -0.908 1.336 0.079
H 2.163 -0.027 -0.043 0.075
O -1.441 0.747 -4.876 -0.090
H -2.091 -0.229 0.191 0.105
H 0.208 -3.281 1.052 0.077
H 0.030 0.231 -1.082 0.105
C 1.313 -0.667 0.263 -0.491
H -1.091 -0.793 1.561 0.111
H -0.154 -4.080 -0.506 0.077
H -1.728 -2.188 -1.190 0.115
H -0.069 0.960 0.548 0.110
C 0.000 0.000 0.000 -0.304
C -1.279 -2.288 -0.183 -0.255
H -0.800 1.483 -5.000 0.047
H -1.886 0.947 -4.021 0.042
C -1.223 -0.859 0.464 -0.208

---

Best to worst by energy: version A, version B.

---

Version A
19
Properties=species:S:1:pos:R:3:lowdin_charge:R:1 method="wB97M-V/def2-TZVPD" homo_energy_ha=-0.3164 gap_ev=9.34 multiplicity=1
H -0.193 -2.771 1.407 0.065
H -0.808 -2.366 -0.220 0.073
H 1.127 2.284 0.357 0.074
C 0.118 1.959 0.212 -0.048
C 0.816 -1.096 0.524 -0.271
H -1.735 1.276 -1.503 0.110
O -1.281 0.498 -1.119 -0.086
H 0.417 1.403 -1.793 0.133
H -0.307 1.599 1.154 0.064
H -1.960 -0.049 0.805 -0.155
C 0.998 -0.272 -0.730 -0.176
H 0.871 -0.913 -1.578 0.114
H -0.522 2.816 -0.136 0.098
H 0.955 -0.481 1.388 0.086
C 0.074 0.905 -0.882 -0.456
H 1.636 -1.862 0.468 0.120
H 2.008 0.100 -0.728 0.117
C -0.457 -1.942 0.721 -0.554
S -1.757 -1.087 1.652 0.691

---

Version B
19
Properties=species:S:1:pos:R:3:lowdin_charge:R:1 method="wB97M-V/def2-TZVPD" homo_energy_ha=-0.3195 gap_ev=9.45 multiplicity=1
H -1.151 -0.443 1.125 0.088
C 0.142 -1.988 0.461 -0.562
O 1.034 0.415 -1.540 -0.091
H 1.172 -2.063 0.177 0.053
C -1.030 1.412 -0.601 -0.057
H 0.672 1.290 1.606 0.108
H -1.210 1.821 -1.566 0.071
H -0.453 -1.035 -1.612 -0.109
H -1.331 2.049 0.222 0.092
C 0.449 1.119 -0.419 -0.457
C 0.803 0.516 0.892 -0.168
H 0.086 -0.881 2.311 0.106
S -0.865 -2.276 -1.036 0.666
H -1.657 0.503 -0.517 0.058
H 0.006 -2.911 1.072 0.072
H 1.834 0.281 0.938 0.112
H 0.608 0.763 -2.372 0.114
C -0.089 -0.688 1.249 -0.243
H 0.980 2.116 -0.388 0.147

---

Best to worst by energy: version A, version B.